(1)
{"formula": "C28H46FeGeN3O3", "method": "ωB97M-V/def2-TZVPD", "s_squared": 8.795, "charge": 2, "spin_multiplicity": 6, "gap_ev": [6.8, 6.2], "homo_energy_ev": [-13.0779, -13.7300], "lumo_energy_ev": [-6.25, -7.51], "symbols": ["Fe", "C", "N", "C", "C", "C", "C", "C", "C", "C", "N", "C", "C", "C", "C", "C", "C", "N", "C", "C", "H", "H", "H", "H", "H", "H", "H", "H", "H", "H", "H", "H", "H", "H", "H", "H", "H", "H", "H", "H", "C", "C", "C", "O", "C", "O", "O", "H", "H", "H", "H", "H", "H", "H", "C", "C", "C", "C", "Ge", "C", "C", "C", "C", "H", "H", "H", "H", "H", "H", "H", "H", "H", "H", "H", "H", "H", "H", "H", "H", "H", "H", "H"], "coordinates": [[0.083, 1.589, 1.189], [-0.575, 4.895, 1.167], [-0.549, 3.730, 2.043], [0.282, 3.965, 3.220], [-1.851, 3.203, 2.304], [-2.524, 3.421, 3.494], [-3.784, 2.883, 3.705], [-4.370, 2.081, 2.735], [-3.714, 1.840, 1.546], [-2.461, 2.417, 1.282], [-1.736, 2.195, 0.131], [-2.263, 2.083, -1.095], [-3.627, 2.371, -1.369], [-4.208, 2.000, -2.548], [-3.443, 1.363, -3.529], [-2.081, 1.227, -3.364], [-1.436, 1.651, -2.199], [-0.055, 1.628, -2.096], [0.711, 1.029, -3.174], [0.638, 2.769, -1.520], [-0.935, 5.776, 1.708], [0.429, 5.112, 0.805], [-1.246, 4.717, 0.329], [0.213, 3.117, 3.898], [-0.001, 4.871, 3.761], [1.317, 4.093, 2.899], [-2.082, 4.037, 4.259], [-4.296, 3.069, 4.637], [-5.346, 1.649, 2.898], [-4.142, 1.167, 0.820], [-4.202, 2.889, -0.617], [-5.248, 2.223, -2.722], [-3.905, 1.038, -4.446], [-1.506, 0.840, -4.187], [1.758, 1.004, -2.876], [0.639, 1.601, -4.106], [0.372, 0.012, -3.357], [1.150, 3.331, -2.305], [-0.060, 3.443, -1.032], [1.406, 2.443, -0.799], [2.038, -1.870, 3.655], [1.658, -0.601, 2.923], [2.858, 0.239, 2.522], [0.881, -0.886, 1.708], [0.728, 0.360, 3.793], [1.034, 0.601, 4.930], [-0.239, 0.822, 3.103], [2.776, -2.440, 3.089], [1.169, -2.492, 3.852], [2.473, -1.603, 4.615], [3.610, -0.351, 2.008], [3.307, 0.660, 3.418], [2.530, 1.064, 1.874], [0.003, -1.153, 2.033], [1.711, -2.677, -3.424], [3.081, -2.029, -3.283], [3.660, -2.183, -1.876], [2.906, -1.391, -0.810], [1.069, -2.020, -0.259], [0.499, -3.776, 0.564], [0.575, -4.993, -0.345], [-0.505, -4.983, -1.423], [-0.367, -6.198, -2.330], [1.315, -2.523, -4.424], [0.986, -2.248, -2.714], [1.778, -3.748, -3.247], [3.032, -0.968, -3.545], [3.766, -2.504, -3.987], [4.692, -1.819, -1.880], [3.693, -3.239, -1.596], [2.784, -0.353, -1.125], [3.492, -1.410, 0.107], [-0.046, -0.976, -0.622], [-0.529, -3.640, 0.910], [1.149, -3.909, 1.432], [0.434, -5.882, 0.277], [1.569, -5.071, -0.794], [-0.432, -4.058, -2.012], [-1.488, -5.001, -0.947], [0.598, -6.202, -2.833], [-1.146, -6.214, -3.086], [-0.450, -7.107, -1.739]], "mulliken_spin": [3.768, 0.017, 0.090, -0.003, 0.023, -0.039, 0.080, -0.031, 0.087, -0.045, 0.297, 0.110, 0.133, -0.026, 0.187, -0.101, 0.212, 0.049, 0.001, 0.082, 0.003, 0.001, -0.003, 0.000, 0.003, 0.002, 0.001, 0.002, 0.001, -0.003, -0.008, 0.002, 0.005, -0.003, 0.001, 0.006, 0.002, 0.006, -0.007, -0.026, 0.001, -0.007, -0.003, 0.029, 0.004, 0.013, 0.065, 0.000, 0.000, 0.000, -0.001, 0.000, 0.009, 0.001, -0.001, 0.000, 0.000, -0.001, -0.003, 0.002, 0.000, 0.000, 0.000, 0.000, 0.001, 0.000, 0.000, 0.000, 0.000, 0.000, 0.002, 0.000, 0.012, 0.000, 0.000, 0.000, 0.000, 0.000, 0.000, 0.000, 0.000, 0.000]}

=====

(2)
{"formula": "C27H47B2CdF4Ge2N4O4", "method": "ωB97M-V/def2-TZVPD", "charge": -1, "spin_multiplicity": 1, "gap_ev": 7.2, "de_lowest_kj_mol": 0.0, "homo_energy_ev": -4.5943, "lumo_energy_ev": 2.63, "symbols": ["Cd", "C", "C", "N", "O", "B", "F", "F", "O", "N", "C", "C", "C", "N", "O", "B", "F", "F", "O", "N", "C", "C", "C", "H", "H", "H", "H", "H", "H", "H", "H", "H", "H", "H", "H", "C", "Ge", "C", "C", "C", "H", "H", "H", "H", "H", "H", "H", "H", "H", "H", "H", "C", "C", "C", "C", "Ge", "C", "C", "C", "C", "H", "H", "H", "H", "H", "H", "H", "H", "H", "H", "H", "H", "H", "H", "H", "H", "H", "H", "H", "C", "C", "C", "C", "C", "C", "C", "H", "H", "H", "H", "H"], "coordinates": [[-1.309, 0.451, 1.310], [0.736, 4.769, 1.258], [-0.159, 3.571, 1.310], [0.255, 2.381, 1.484], [1.594, 2.238, 1.681], [1.966, 0.854, 2.083], [1.575, 0.004, 0.997], [3.334, 0.854, 2.262], [1.365, 0.370, 3.350], [0.009, 0.330, 3.331], [-0.582, 0.031, 4.420], [0.136, -0.340, 5.679], [-2.082, 0.180, 4.418], [-2.571, 0.705, 3.367], [-3.881, 1.014, 3.372], [-4.324, 1.576, 2.057], [-5.666, 1.861, 2.179], [-4.046, 0.620, 1.060], [-3.652, 2.855, 1.662], [-2.316, 2.713, 1.568], [-1.645, 3.736, 1.219], [-2.253, 5.046, 0.833], [-2.902, -0.167, 5.619], [1.720, 4.505, 1.635], [0.846, 5.114, 0.226], [0.321, 5.589, 1.846], [1.203, -0.194, 5.546], [-0.215, 0.259, 6.521], [-0.047, -1.392, 5.918], [-3.307, 4.901, 0.612], [-2.169, 5.778, 1.641], [-1.745, 5.453, -0.043], [-2.499, -1.046, 6.122], [-2.920, 0.659, 6.335], [-3.926, -0.357, 5.306], [-1.618, -0.490, -4.031], [-2.302, -1.891, -2.833], [-1.040, -3.388, -2.827], [-3.992, -2.508, -3.630], [-2.603, -1.062, -1.083], [-1.206, -0.906, -4.954], [-0.844, 0.098, -3.533], [-2.436, 0.189, -4.288], [-0.774, -3.644, -3.855], [-1.483, -4.261, -2.345], [-0.129, -3.126, -2.282], [-3.873, -2.670, -4.704], [-4.773, -1.760, -3.475], [-4.319, -3.445, -3.172], [-3.540, -1.425, -0.657], [-2.790, -0.012, -1.320], [6.207, 2.172, -0.702], [4.870, 1.733, -1.293], [3.722, 2.655, -0.878], [2.429, 2.482, -1.700], [1.095, 1.039, -1.219], [2.116, -0.591, -1.792], [2.208, -0.718, -3.315], [2.839, -2.030, -3.772], [2.890, -2.163, -5.292], [7.015, 1.495, -0.986], [6.157, 2.195, 0.390], [6.471, 3.177, -1.045], [4.656, 0.715, -0.965], [4.938, 1.708, -2.386], [4.073, 3.690, -0.966], [3.514, 2.492, 0.183], [2.676, 2.317, -2.759], [1.852, 3.412, -1.667], [-0.494, -1.125, -0.609], [1.592, -1.460, -1.380], [3.113, -0.592, -1.348], [2.788, 0.116, -3.729], [1.207, -0.651, -3.762], [2.265, -2.861, -3.349], [3.849, -2.102, -3.357], [1.887, -2.091, -5.720], [3.317, -3.121, -5.599], [3.499, -1.368, -5.733], [-1.451, -1.234, -0.094], [-1.416, -2.548, 0.623], [-0.343, -2.841, 1.482], [-0.255, -4.048, 2.153], [-1.243, -5.020, 1.996], [-2.305, -4.755, 1.149], [-2.389, -3.540, 0.470], [0.436, -2.094, 1.618], [0.589, -4.231, 2.809], [-1.179, -5.964, 2.525], [-3.082, -5.498, 1.004], [-3.235, -3.369, -0.183]], "mulliken_charge": [2.585, -1.797, 0.088, 0.085, -0.340, 0.651, -0.102, -0.349, -0.605, 0.502, -0.048, -1.848, 0.196, 0.107, -0.477, 0.337, -0.386, -0.110, -0.484, 0.068, 0.036, -1.759, -1.778, 0.424, 0.274, 0.468, 0.426, 0.377, 0.316, 0.456, 0.295, 0.374, 0.414, 0.272, 0.468, -0.862, 0.690, -1.062, -1.445, -1.421, 0.342, -0.105, 0.430, 0.416, 0.417, 0.115, 0.373, 0.413, 0.370, 0.595, 0.624, -1.501, 0.121, -0.280, -1.507, 0.281, -0.862, -0.200, -0.422, -1.314, 0.411, 0.285, 0.370, 0.056, 0.278, 0.529, -0.015, 0.686, 0.352, -1.290, 0.390, 0.382, 0.410, -0.175, 0.267, 0.356, 0.259, 0.399, 0.316, 0.845, 1.778, -0.267, -0.876, -0.575, -0.881, -0.503, 0.311, 0.440, 0.368, 0.393, 0.360]}

=====

(3)
{"formula": "C21H60O27P6", "method": "ωB97M-V/def2-TZVPD", "charge": 0, "spin_multiplicity": 1, "smiles": "COP(=O)(OC)OC.COP(=O)(OC)OC.COP(=O)(OC)OC.COP(=O)(OC)OC.COP(=O)(OC)OC.COP(=O)(OC)OC.COC(=O)OC", "gap_ev": 9.9, "de_lowest_kj_mol": 0.0, "homo_energy_ev": -9.9209, "lumo_energy_ev": 0.00, "symbols": ["C", "O", "P", "O", "O", "C", "O", "C", "H", "H", "H", "H", "H", "H", "H", "H", "H", "C", "O", "P", "O", "O", "C", "O", "C", "H", "H", "H", "H", "H", "H", "H", "H", "H", "C", "O", "P", "O", "O", "C", "O", "C", "H", "H", "H", "H", "H", "H", "H", "H", "H", "C", "O", "P", "O", "O", "C", "O", "C", "H", "H", "H", "H", "H", "H", "H", "H", "H", "C", "O", "P", "O", "O", "C", "O", "C", "H", "H", "H", "H", "H", "H", "H", "H", "H", "C", "O", "P", "O", "O", "C", "O", "C", "H", "H", "H", "H", "H", "H", "H", "H", "H", "C", "O", "C", "O", "O", "C", "H", "H", "H", "H", "H", "H"], "coordinates": [[1.636, -0.520, 3.567], [2.202, -1.616, 2.861], [1.491, -3.030, 2.714], [1.984, -3.989, 1.757], [1.542, -3.595, 4.203], [0.577, -3.361, 5.208], [-0.073, -2.703, 2.567], [-0.530, -2.119, 1.347], [1.862, 0.412, 3.047], [2.182, -0.386, 4.511], [0.599, -0.724, 3.830], [-0.405, -3.011, 4.872], [0.940, -2.608, 5.907], [0.352, -4.320, 5.672], [-0.071, -2.607, 0.482], [-0.081, -1.120, 1.233], [-1.608, -2.068, 1.295], [-4.344, -0.604, -6.521], [-3.715, 0.676, -6.527], [-2.473, 0.993, -7.458], [-1.993, 2.351, -7.275], [-3.038, 0.649, -8.880], [-2.258, 0.963, -10.032], [-1.438, -0.143, -7.095], [-0.536, -0.008, -5.987], [-5.380, -0.404, -6.249], [-3.983, -1.236, -5.699], [-4.206, -1.168, -7.439], [-2.053, 0.073, -10.623], [-1.297, 1.377, -9.729], [-2.812, 1.675, -10.633], [-0.722, 0.952, -5.507], [0.492, -0.119, -6.330], [-0.679, -0.824, -5.276], [4.220, -1.515, 0.063], [5.265, -2.476, 0.241], [5.108, -3.890, -0.438], [3.858, -4.617, -0.282], [6.385, -4.610, 0.108], [6.971, -5.774, -0.507], [5.428, -3.474, -1.971], [4.988, -4.331, -3.035], [4.571, -0.798, -0.690], [4.034, -1.007, 0.997], [3.336, -1.905, -0.444], [7.843, -5.369, -1.015], [6.249, -6.179, -1.216], [7.222, -6.580, 0.172], [5.753, -4.435, -3.805], [4.022, -4.000, -3.442], [4.706, -5.357, -2.749], [0.341, 2.333, -2.960], [0.043, 2.580, -1.632], [0.003, 1.446, -0.539], [1.269, 0.757, -0.346], [-0.727, 2.256, 0.594], [-1.298, 1.593, 1.711], [-1.162, 0.512, -1.131], [-2.401, 1.063, -1.532], [1.086, 2.944, -3.443], [-0.539, 2.505, -3.601], [0.477, 1.264, -3.150], [-0.570, 1.041, 2.292], [-2.095, 0.918, 1.364], [-1.898, 2.307, 2.273], [-2.417, 2.086, -1.152], [-3.330, 0.573, -1.215], [-2.583, 1.083, -2.614], [-10.429, -0.471, -2.291], [-9.550, -0.904, -1.258], [-8.826, 0.200, -0.377], [-9.703, 1.270, 0.061], [-8.192, -0.666, 0.764], [-7.815, -0.188, 2.051], [-7.571, 0.635, -1.276], [-6.871, -0.364, -1.966], [-11.126, -1.282, -2.485], [-9.917, -0.166, -3.209], [-11.029, 0.406, -2.028], [-6.834, -0.605, 2.288], [-8.465, -0.688, 2.772], [-7.813, 0.888, 2.179], [-7.231, -1.378, -1.809], [-5.786, -0.396, -1.788], [-6.810, -0.202, -3.050], [-0.062, 1.737, 5.414], [0.969, 1.320, 6.384], [0.936, 1.554, 7.935], [-0.257, 1.055, 8.614], [2.286, 0.880, 8.375], [2.942, 1.373, 9.574], [1.230, 3.090, 8.209], [0.580, 4.215, 7.587], [-0.593, 0.797, 5.245], [0.428, 2.097, 4.518], [-0.729, 2.429, 5.925], [2.176, 1.714, 10.271], [3.556, 2.238, 9.320], [3.552, 0.568, 9.961], [0.881, 4.338, 6.547], [0.861, 5.077, 8.192], [-0.508, 4.130, 7.695], [7.182, 1.017, -0.049], [6.449, 1.694, -1.067], [6.593, 3.015, -1.098], [7.234, 3.678, -0.319], [5.883, 3.525, -2.113], [5.963, 4.949, -2.267], [8.173, 1.486, -0.034], [7.142, -0.042, -0.242], [6.891, 1.262, 0.978], [5.302, 5.268, -3.067], [7.010, 5.205, -2.409], [5.579, 5.466, -1.382]], "mulliken_charge": [-0.869, -0.249, 0.811, -0.550, -0.404, -0.605, -0.342, -0.434, 0.425, 0.361, 0.380, 0.264, 0.264, 0.283, 0.391, -0.033, 0.300, -0.588, -0.279, 1.040, -0.703, -0.304, -0.690, -0.304, -0.557, 0.242, 0.233, 0.310, 0.266, 0.329, 0.246, 0.162, 0.299, 0.290, -0.938, -0.316, 1.151, -0.643, -0.327, -0.578, -0.273, -0.744, 0.423, 0.173, 0.434, 0.241, 0.259, 0.269, 0.290, 0.258, 0.307, -0.925, -0.434, 0.884, -0.421, -0.362, -0.150, -0.221, -0.744, 0.436, 0.319, 0.328, -0.115, 0.207, 0.335, 0.411, 0.217, 0.232, -0.712, -0.283, 0.989, -0.689, -0.280, -0.677, -0.275, -0.529, 0.249, 0.281, 0.331, 0.266, 0.258, 0.332, 0.364, 0.093, 0.304, -0.547, -0.103, 0.757, -0.670, -0.314, -0.625, -0.284, -0.705, 0.221, 0.118, 0.477, 0.348, 0.238, 0.233, 0.258, 0.255, 0.345, -0.702, -0.235, 0.759, -0.555, -0.312, -0.629, 0.404, 0.172, 0.302, 0.224, 0.287, 0.290]}

=====

Q: What is the formula in the third record?
A: C21H60O27P6

=====

Q: What is the formula in the third record?
A: C21H60O27P6